Record 1
Below is 15 unconnected molecules or ions with the total composition C84H156F4O30S3 in a non-equilibrium geometry, with properties calculated with wB97M-V/def2-TZVPD.

The calculated total energy comes out at -7144.7937 hartree. The HOMO energy comes out at -9.04 eV. As for the HOMO-LUMO gap: 9.39 eV.

Geometry as ORCA input:
```
! RIJCOSX wB97M-V def2-TZVPD def2/J DEFGRID3
* xyz 0 1
C 3.432 -0.029 -5.962
C 3.536 -1.087 -7.087
C 2.288 -1.889 -7.232
S 1.545 -1.604 -5.664
O 2.301 -2.417 -4.734
O 0.132 -1.819 -5.625
C 2.047 0.042 -5.383
H 3.584 0.981 -6.372
H 4.115 -0.149 -5.109
H 4.433 -1.785 -6.976
H 3.720 -0.556 -7.990
H 2.446 -2.965 -7.316
H 1.643 -1.562 -8.078
H 1.856 0.188 -4.294
H 1.354 0.713 -5.913
C 1.754 -3.680 -1.800
C 1.930 -2.728 -0.530
C 1.987 -3.674 0.600
S 2.924 -5.097 0.122
O 2.376 -6.307 0.668
O 4.311 -4.779 0.399
C 2.596 -4.902 -1.700
H 2.014 -3.159 -2.691
H 0.721 -4.097 -1.889
H 1.138 -1.955 -0.549
H 2.837 -2.153 -0.610
H 0.961 -3.844 0.904
H 2.605 -3.351 1.428
H 2.241 -5.820 -2.098
H 3.604 -4.867 -2.148
C -2.647 -0.033 -6.759
C -2.638 -1.494 -7.077
C -1.711 -1.686 -8.285
S -1.665 -0.166 -9.197
O -2.121 -0.271 -10.572
O -0.341 0.440 -9.048
C -2.785 0.687 -8.148
H -1.672 0.214 -6.416
H -3.418 0.338 -6.058
H -3.651 -1.804 -7.366
H -2.255 -2.105 -6.261
H -2.130 -2.387 -8.975
H -0.689 -1.903 -8.063
H -3.819 0.567 -8.564
H -2.526 1.671 -7.997
C -1.279 -1.638 -2.849
O -1.291 -1.373 -1.480
C -1.445 -0.012 -1.292
C -1.453 0.237 0.178
O -0.069 0.085 0.619
C 0.125 0.559 1.907
C 1.599 0.534 2.203
O 2.254 1.559 1.475
C 3.548 1.917 1.937
H -0.284 -1.665 -3.202
H -1.927 -0.951 -3.443
H -1.725 -2.643 -3.014
H -2.456 0.409 -1.652
H -0.584 0.471 -1.763
H -2.239 -0.351 0.698
H -1.774 1.262 0.361
H -0.313 -0.130 2.607
H -0.359 1.514 2.187
H 1.987 -0.428 1.926
H 1.784 0.633 3.269
H 3.785 2.931 1.646
H 4.379 1.252 1.585
H 3.484 1.979 3.038
C 7.641 -2.256 4.997
O 6.427 -1.971 5.714
C 5.154 -1.945 5.061
C 4.975 -0.824 4.061
O 5.704 -0.973 2.879
C 5.174 -1.990 1.996
C 5.984 -1.917 0.732
O 5.812 -0.594 0.108
C 6.837 -0.521 -0.890
H 8.341 -2.264 5.857
H 7.836 -1.411 4.308
H 7.450 -3.288 4.547
H 4.427 -1.640 5.833
H 4.896 -2.833 4.559
H 5.374 0.097 4.537
H 3.881 -0.719 3.908
H 4.099 -1.808 1.806
H 5.331 -2.971 2.362
H 5.660 -2.701 0.074
H 7.041 -2.100 1.033
H 6.623 0.323 -1.441
H 6.864 -1.405 -1.495
H 7.811 -0.407 -0.483
C 3.050 9.036 3.225
O 3.776 8.147 2.353
C 4.543 7.141 3.063
C 5.145 6.179 2.069
O 4.090 5.391 1.576
C 3.825 5.470 0.240
C 4.745 4.645 -0.741
O 6.054 5.138 -0.592
C 7.000 4.216 -1.125
H 2.507 9.737 2.588
H 3.684 9.621 3.892
H 2.314 8.447 3.830
H 3.876 6.694 3.823
H 5.252 7.641 3.715
H 5.929 5.643 2.593
H 5.671 6.711 1.249
H 3.941 6.484 -0.156
H 2.857 5.149 -0.066
H 4.323 4.776 -1.734
H 4.606 3.573 -0.569
H 7.997 4.682 -0.989
H 6.765 3.956 -2.185
H 6.955 3.200 -0.671
C 0.351 -8.021 -0.596
O -0.273 -6.826 -0.999
C -1.555 -6.731 -0.473
C -2.327 -5.577 -1.109
O -3.719 -5.938 -0.959
C -4.659 -4.824 -0.898
C -4.675 -4.062 0.395
O -4.832 -4.935 1.489
C -6.201 -5.206 1.792
H 1.424 -7.977 -0.665
H -0.029 -8.869 -1.163
H 0.062 -8.187 0.467
H -1.447 -6.614 0.575
H -2.163 -7.596 -0.670
H -2.092 -5.560 -2.185
H -2.237 -4.569 -0.679
H -5.631 -5.269 -1.134
H -4.325 -4.152 -1.714
H -5.509 -3.320 0.357
H -3.774 -3.493 0.587
H -6.179 -5.796 2.667
H -6.749 -5.691 0.999
H -6.662 -4.207 1.955
C -3.097 -2.639 8.606
O -2.067 -2.780 7.684
C -2.557 -2.998 6.388
C -2.214 -4.413 5.857
O -2.810 -4.461 4.586
C -2.347 -5.461 3.650
C -0.925 -5.156 3.148
O -0.851 -4.302 2.017
C -1.447 -3.004 2.169
H -3.893 -3.439 8.630
H -3.727 -1.728 8.385
H -2.617 -2.716 9.550
H -2.093 -2.283 5.756
H -3.619 -2.833 6.222
H -2.584 -5.185 6.532
H -1.096 -4.465 5.723
H -3.061 -5.432 2.838
H -2.480 -6.457 4.144
H -0.425 -6.052 2.769
H -0.321 -4.663 3.931
H -2.425 -2.980 2.544
H -1.509 -2.573 1.211
H -0.795 -2.422 2.886
C -3.862 -0.119 3.138
O -3.175 1.008 2.617
C -3.618 2.278 3.138
C -2.722 3.320 2.625
O -2.830 3.521 1.242
C -2.863 4.869 0.890
C -1.555 5.537 0.967
O -0.765 5.257 -0.145
C 0.035 4.110 -0.032
H -3.360 -1.078 2.971
H -4.879 -0.207 2.826
H -3.943 -0.040 4.252
H -3.705 2.244 4.199
H -4.659 2.435 2.696
H -1.736 3.050 2.928
H -2.953 4.226 3.197
H -3.508 5.455 1.563
H -3.292 4.987 -0.147
H -1.007 5.313 1.853
H -1.742 6.601 0.988
H -0.604 3.209 0.104
H 0.629 4.162 0.926
H 0.672 4.157 -0.890
C -0.197 0.371 5.337
O 0.023 -0.854 4.710
C 0.954 -1.718 5.384
C 1.657 -2.555 4.367
O 2.259 -3.699 4.937
C 2.790 -4.591 3.948
C 3.463 -5.730 4.639
O 2.465 -6.699 4.792
C 2.916 -7.901 5.284
H -0.615 0.371 6.394
H -0.953 0.815 4.748
H 0.684 1.081 5.370
H 0.372 -2.332 6.060
H 1.664 -1.108 5.956
H 2.381 -2.096 3.708
H 0.860 -2.963 3.712
H 3.413 -4.072 3.230
H 1.978 -5.003 3.342
H 3.876 -5.317 5.599
H 4.249 -6.251 4.173
H 2.839 -8.022 6.362
H 3.991 -8.093 5.086
H 2.366 -8.712 4.817
C -5.732 5.654 -3.853
O -5.001 4.517 -3.461
C -3.800 4.859 -2.919
C -2.658 5.320 -3.768
O -2.143 4.450 -4.718
C -1.460 3.294 -4.471
C -0.393 3.042 -5.514
O -0.994 2.866 -6.769
C -0.134 3.056 -7.849
H -5.316 6.225 -4.691
H -5.845 6.366 -3.045
H -6.719 5.325 -4.169
H -3.473 4.001 -2.269
H -3.948 5.744 -2.244
H -1.734 5.530 -3.105
H -2.703 6.268 -4.332
H -2.085 2.408 -4.514
H -0.906 3.375 -3.487
H 0.269 2.232 -5.178
H 0.248 3.984 -5.503
H 0.159 4.185 -7.916
H -0.636 2.816 -8.768
H 0.775 2.323 -7.752
F 5.138 2.373 -4.664
C 4.170 2.119 -3.755
C 4.426 1.101 -2.824
C 3.623 1.003 -1.745
C 2.412 1.707 -1.642
C 2.125 2.602 -2.651
C 3.011 2.862 -3.707
H 5.297 0.422 -2.938
H 3.861 0.338 -0.911
H 1.687 1.508 -0.805
H 1.195 3.153 -2.733
H 2.884 3.570 -4.549
F -5.699 -0.183 -2.591
C -6.080 0.055 -3.870
C -6.103 -1.010 -4.835
C -6.361 -0.751 -6.183
C -6.719 0.571 -6.507
C -6.732 1.553 -5.628
C -6.391 1.346 -4.287
H -5.730 -1.954 -4.504
H -6.378 -1.521 -6.930
H -7.026 0.775 -7.520
H -6.934 2.544 -6.022
H -6.397 2.174 -3.595
F -5.474 -0.025 0.076
C -6.333 1.010 -0.076
C -7.687 0.833 0.023
C -8.465 1.978 -0.013
C -7.967 3.198 -0.362
C -6.586 3.383 -0.460
C -5.722 2.290 -0.232
H -8.000 -0.156 0.329
H -9.508 1.921 0.146
H -8.556 4.084 -0.413
H -6.101 4.390 -0.490
H -4.652 2.350 -0.148
F 4.148 4.545 6.149
C 2.831 4.513 6.014
C 2.037 4.519 7.089
C 0.637 4.495 6.949
C 0.079 4.447 5.718
C 0.901 4.388 4.616
C 2.285 4.354 4.768
H 2.535 4.525 8.059
H -0.048 4.753 7.775
H -1.018 4.561 5.584
H 0.509 4.415 3.588
H 2.916 4.248 3.890
*
```

Record 2
Below is 6 unconnected molecules or ions with the total composition C20H45NO5S3 in a non-equilibrium geometry, with properties calculated with wB97M-V/def2-TZVPD.

The calculated total energy comes out at -2413.8361 hartree. The HOMO energy comes out at -7.22 eV. The energy above the lowest of the compared OMol25 structures with the same formula, charge and spin is 80.9 kcal per mole. As for the HOMO-LUMO gap: 7.22 eV.

Geometry as ORCA input:
```
! RIJCOSX wB97M-V def2-TZVPD def2/J DEFGRID3
* xyz 0 1
C -41.148 -8.324 36.054
C -40.800 -9.367 35.061
N -41.602 -10.627 34.770
C -41.674 -11.359 35.920
C -42.973 -10.191 34.428
C -43.347 -9.449 33.125
C -40.938 -11.382 33.645
C -41.620 -12.668 33.170
O -40.712 -13.100 32.198
C -40.949 -14.332 31.597
H -42.198 -8.026 36.106
H -40.436 -7.301 36.064
H -41.090 -8.787 36.961
H -39.695 -9.711 35.371
H -40.673 -8.905 34.190
H -42.151 -10.674 36.636
H -40.759 -11.637 36.337
H -42.155 -12.379 35.924
H -43.564 -9.686 35.346
H -43.765 -10.969 34.379
H -42.683 -8.634 33.078
H -44.289 -9.040 33.266
H -43.217 -10.193 32.391
H -39.927 -11.703 33.957
H -40.848 -10.770 32.723
H -42.552 -12.689 32.777
H -41.703 -13.242 34.025
H -41.865 -14.233 31.067
H -40.900 -15.324 32.280
H -40.574 -14.459 30.537
O -38.135 -11.621 35.910
H -38.362 -12.163 35.369
C -37.987 -15.805 36.198
S -39.405 -14.748 35.922
O -40.548 -15.667 35.587
C -39.692 -14.154 37.611
H -37.628 -16.074 35.213
H -38.376 -16.752 36.697
H -37.160 -15.607 36.527
H -38.599 -13.470 37.955
H -39.742 -15.051 38.265
H -40.711 -13.798 37.525
C -34.832 -12.545 35.768
S -35.148 -12.416 37.554
O -34.028 -13.264 38.196
C -34.514 -10.790 37.519
H -34.037 -12.362 35.379
H -35.430 -11.964 35.299
H -35.205 -13.581 35.695
H -33.483 -10.628 37.180
H -34.568 -10.347 38.627
H -35.405 -10.254 37.037
C -37.510 -13.501 32.792
S -37.894 -12.838 31.171
O -36.792 -11.709 30.897
C -37.328 -14.339 30.349
H -36.547 -13.667 33.017
H -38.233 -14.488 32.872
H -37.958 -12.624 33.596
H -36.408 -14.502 30.330
H -37.769 -13.982 29.370
H -37.914 -15.015 30.618
C -37.412 -8.602 32.239
C -37.463 -7.051 32.267
C -37.463 -6.271 33.454
C -37.266 -6.970 34.647
C -37.278 -8.374 34.731
C -37.338 -9.231 33.486
H -37.534 -9.258 31.367
H -37.695 -6.460 31.326
H -37.546 -5.395 33.429
H -37.033 -6.595 35.615
H -37.331 -8.945 35.662
H -37.303 -10.411 33.577
*
```

Record 3
Below is C4H6N2OS in the gas phase in a non-equilibrium geometry, with properties calculated with wB97M-V/def2-TZVPD.

The calculated total energy comes out at -738.8762 hartree. The HOMO energy comes out at -8.81 eV. The energy above the lowest of the compared OMol25 structures with the same formula, charge and spin is 80.6 kcal per mole. As for the HOMO-LUMO gap: 9.11 eV. Its SMILES is N/C=C/C(=O)/C=N\S.

Geometry as ORCA input:
```
! RIJCOSX wB97M-V def2-TZVPD def2/J DEFGRID3
* xyz 0 1
N 0.511 2.403 -0.732
C 0.076 1.280 -0.042
C 0.839 0.314 0.388
C 0.492 -1.021 0.914
O 1.350 -1.851 1.254
C -1.002 -1.585 0.993
N -1.738 -1.928 -0.006
S -1.403 -1.811 -1.610
H -0.005 3.269 -1.005
H 1.513 2.696 -0.493
H -0.974 1.175 -0.246
H 1.935 0.438 0.459
H -1.577 -1.680 1.913
H -0.017 -1.698 -1.788
*
```